(1)
11
Properties=species:S:1:pos:R:3 method="wB97M-V/def2-TZVPD" orbital_gap_ev=8.31 total_charge=0 fmax_ev_per_a=4.47 homo_energy_ev=-9.3
C -0.70353 2.50973 2.16715
C -0.62143 1.38405 1.60076
N 0.98464 -1.88955 -3.52914
N -0.27939 0.48654 0.86137
O -0.22519 -0.86725 1.30094
O 0.12733 -2.38980 -1.19284
S 0.29506 -1.44074 -2.30430
H -1.66859 3.14255 2.13970
H 0.24387 2.99708 2.22526
H 0.08176 -1.44674 0.53245
H 1.76548 -2.48588 -3.80137

(2)
27
Properties=species:S:1:pos:R:3 method="wB97M-V/def2-TZVPD" orbital_gap_ev="6.46 / 6.57" total_charge=+2 spin_multiplicity=2 fmax_ev_per_a=11.81 s2=0.761 homo_energy_ev="-17.1 / -17.2"
O -7.22464 0.49437 1.86669
C -6.30333 0.58879 1.16827
Yb -1.72556 1.33175 0.36940
O -4.17557 0.63137 -1.26865
C -3.27424 0.91572 -0.71071
C -0.48536 1.50719 -1.08182
O 0.25084 1.54284 -1.90947
C -0.54098 1.92167 1.75594
O 0.11620 2.20920 2.60745
C -2.32734 3.28051 0.23805
O -2.69114 4.30054 0.22418
H -2.84207 1.37573 1.58383
S -1.00227 -1.09644 0.71112
C 0.60083 -1.13877 0.08465
N 0.90887 -2.10686 -0.82788
C 2.23702 -2.11123 -1.46599
C 3.26607 -1.80867 -0.38037
C 2.98787 -0.42703 0.22419
N 1.56453 -0.29815 0.57973
H 0.27213 -2.90105 -1.04762
H 2.27425 -1.30490 -2.21865
H 2.43139 -3.07381 -1.95432
H 4.28796 -1.82856 -0.78979
H 3.18669 -2.58074 0.40521
H 3.23578 0.38202 -0.48875
H 3.62094 -0.31181 1.11437
H 1.35116 0.50632 1.21092

(3)
104
Properties=species:S:1:pos:R:3 method="wB97M-V/def2-TZVPD" orbital_gap_ev=4.37 total_charge=-1 fmax_ev_per_a=0.94 homo_energy_ev=-2.4
Na -1.95311 0.81148 0.59658
C -0.58286 3.80477 1.75114
N -1.53617 2.91098 2.35925
C -1.30878 2.48113 3.72075
C -1.26910 0.97874 3.81366
N -1.89465 0.18145 2.99232
C -1.60652 -1.10310 3.43955
C -2.00496 -2.33448 2.92205
C -1.51624 -3.46826 3.54133
C -0.65591 -3.38693 4.65041
C -0.26017 -2.17189 5.17608
C -0.75587 -1.03669 4.54654
N -0.56473 0.31355 4.77141
C -0.82510 3.82922 0.27317
N -1.64780 3.03173 -0.34094
C -1.56895 3.38437 -1.68264
C -2.22431 2.83220 -2.77836
C -1.95317 3.37769 -4.01871
C -1.04941 4.44172 -4.16960
C -0.38630 4.99058 -3.08729
C -0.66418 4.43592 -1.84391
N -0.22018 4.72252 -0.56424
H 0.42412 3.42039 1.93289
H -0.61963 4.83660 2.13710
H -2.48832 3.17301 2.15475
H -2.08980 2.84177 4.39892
H -0.36052 2.88257 4.08870
H -2.67148 -2.37649 2.06900
H -1.79034 -4.44366 3.15848
H -0.28788 -4.30116 5.09959
H 0.42295 -2.10722 6.01221
H 0.12711 0.71422 5.38708
H -2.90609 2.00346 -2.63397
H -2.43559 2.97097 -4.89863
H -0.86156 4.83756 -5.15995
H 0.32638 5.79593 -3.21070
H 0.55033 5.31859 -0.32242
C -7.29221 -4.05203 -4.35526
C -6.58534 -3.09953 -3.42793
C -5.87553 -2.00876 -3.92514
C -5.18279 -1.16234 -3.07438
C -5.19605 -1.39731 -1.70699
C -5.91081 -2.46651 -1.19152
C -6.60330 -3.30622 -2.05230
S -4.18216 -0.38373 -0.64808
O -4.65445 0.97250 -0.82383
O -4.32738 -0.95364 0.68240
N -2.70127 -0.43899 -1.15132
C -1.94102 -1.59184 -0.95339
C -2.28443 -2.82358 -1.53761
C -1.47854 -3.91865 -1.31882
C -0.34883 -3.78338 -0.51831
C -0.08112 -2.53352 0.00608
N -0.82900 -1.44853 -0.21435
H -7.14576 -3.76854 -5.39721
H -8.36621 -4.07289 -4.15903
H -6.91864 -5.06967 -4.22701
H -5.85499 -1.82862 -4.99407
H -4.61408 -0.32766 -3.46563
H -5.89905 -2.63605 -0.12313
H -7.15641 -4.14689 -1.64696
H -3.17092 -2.89815 -2.15012
H -1.72737 -4.87403 -1.76611
H 0.30142 -4.61912 -0.29828
H 0.77349 -2.38889 0.65750
C 3.85361 -1.16959 -3.66823
C 4.49763 -2.14491 -2.68508
C 4.57434 -1.64095 -1.24425
C 3.23037 -1.54008 -0.52193
N 2.43492 -0.39346 -0.93552
C 2.63744 0.91738 -0.70951
S 1.74904 2.05852 -1.60521
N 3.54586 1.35671 0.18330
C 4.26284 0.71818 1.30197
C 5.22426 1.71303 1.93606
C 6.50050 2.00419 1.14550
C 6.31115 2.83516 -0.12125
H 4.01302 -1.49594 -4.69761
H 4.27484 -0.16747 -3.56160
H 2.77834 -1.07545 -3.51993
H 5.51491 -2.36352 -3.02175
H 3.95439 -3.09599 -2.70059
H 5.05262 -0.65582 -1.23281
H 5.21441 -2.31210 -0.66324
H 3.37840 -1.52090 0.55666
H 2.62330 -2.42221 -0.73283
H 1.67698 -0.54978 -1.57971
H 3.47202 2.35863 0.26963
H 4.83499 -0.13819 0.94201
H 3.57813 0.38731 2.08981
H 5.48002 1.30460 2.91485
H 4.68382 2.64593 2.13690
H 6.97622 1.05221 0.88475
H 7.19723 2.52763 1.80657
H 5.70411 2.31774 -0.86431
H 7.27277 3.07191 -0.58164
H 5.81318 3.78207 0.10569
C 2.68387 0.82075 4.75603
O 1.45139 -0.78337 2.44367
C 0.95098 0.10647 1.90910
O 0.50930 1.06891 1.42696
H 2.05584 0.44439 5.58549
H 2.67786 1.92517 4.80635
H 3.71658 0.48621 4.94486

(4)
106
Properties=species:S:1:pos:R:3 method="wB97M-V/def2-TZVPD" orbital_gap_ev=6.14 total_charge=-1 fmax_ev_per_a=1.03 homo_energy_ev=-4.1
Rb -0.34038 0.66277 -1.30271
O -1.64282 0.70441 -3.47868
C -2.40785 1.39633 -4.22304
C -2.83128 0.90724 -5.50274
C -3.66296 1.62137 -6.33017
C -4.16333 2.87963 -5.95302
C -3.79572 3.37060 -4.71810
C -2.93528 2.68339 -3.85076
C -2.66927 3.30956 -2.55552
N -1.79442 2.95723 -1.70313
C -1.78721 3.62118 -0.40614
C -2.16339 2.62314 0.69599
N -1.03686 1.76186 1.04466
C -1.18003 0.83023 1.90220
C -2.35856 0.40420 2.67018
C -2.13783 0.11503 4.02336
C -3.16415 -0.20906 4.88743
C -4.46620 -0.25877 4.36269
C -4.71083 -0.04100 3.02764
C -3.66143 0.22911 2.08788
O -3.87872 0.27636 0.83441
H -2.45862 -0.06951 -5.79201
H -3.94383 1.20123 -7.29098
H -4.82322 3.43836 -6.60354
H -4.18063 4.33322 -4.38982
H -3.32378 4.16598 -2.32276
H -2.49689 4.46164 -0.36778
H -0.78271 4.00881 -0.20896
H -3.02344 2.03352 0.36405
H -2.48283 3.17671 1.58848
H -0.24500 0.32992 2.17948
H -1.11604 0.17569 4.39686
H -2.97268 -0.41307 5.93281
H -5.29762 -0.48365 5.02333
H -5.71656 -0.10040 2.62816
N -4.11450 -1.32767 -2.29740
C -2.98199 -1.35483 -1.56056
N -1.90627 -1.99904 -1.88003
C -1.88922 -2.68653 -3.09476
N -0.83487 -3.11912 -3.67806
N 0.40941 -2.87539 -3.13914
C 0.80965 -1.67150 -3.15832
C 2.20053 -1.35323 -2.74370
C 3.17910 -2.34569 -2.67066
C 4.45530 -1.98403 -2.28893
C 4.71849 -0.65436 -1.98021
C 3.68143 0.25595 -2.06829
N 2.44782 -0.07346 -2.45294
C -3.18288 -2.93676 -3.77216
C -3.33238 -3.84764 -4.81379
C -4.54221 -3.97588 -5.46960
C -5.62318 -3.17933 -5.08713
C -5.49886 -2.28413 -4.04561
C -4.27842 -2.17395 -3.37993
H -4.86213 -0.72772 -1.98941
H -3.04146 -0.77999 -0.63325
H 0.17550 -0.84836 -3.50298
H 2.91150 -3.36363 -2.91819
H 5.24231 -2.72731 -2.23623
H 5.70539 -0.32853 -1.67524
H 3.83643 1.29616 -1.80759
H -2.46905 -4.43331 -5.10154
H -4.65022 -4.68480 -6.27998
H -6.56918 -3.26200 -5.60789
H -6.33405 -1.66361 -3.74171
O 2.50052 0.79037 0.67524
P 2.69338 0.33237 2.06835
N 2.12297 -1.19718 2.22697
C 2.08349 -1.97979 3.45979
C 1.81610 -3.38861 2.94120
C 0.82920 -3.13403 1.79848
C 1.32714 -1.83511 1.15404
N 4.26761 0.18131 2.59710
C 5.06546 -0.89602 1.96830
C 6.49876 -0.41741 2.14691
C 6.36856 1.08442 1.89764
C 5.05269 1.44020 2.59397
N 2.01268 1.36511 3.16567
C 1.67665 2.75893 2.80111
C 2.32853 3.57419 3.91004
C 2.07921 2.69947 5.13875
C 2.25673 1.26517 4.61636
H 1.26239 -1.66350 4.11607
H 3.01854 -1.88055 4.01529
H 1.41749 -4.04829 3.71240
H 2.74218 -3.82234 2.55427
H -0.17387 -2.98924 2.20472
H 0.78452 -3.94776 1.07598
H 0.49721 -1.20922 0.82823
H 1.95657 -2.02572 0.28248
H 4.83237 -0.99336 0.90172
H 4.86607 -1.85514 2.44583
H 7.19228 -0.91391 1.46766
H 6.82997 -0.59859 3.17316
H 6.28556 1.27400 0.82469
H 7.20715 1.66373 2.28343
H 4.52593 2.23944 2.06863
H 5.22855 1.77511 3.62087
H 0.59469 2.90011 2.80569
H 2.02551 2.98406 1.79573
H 1.89863 4.57172 4.00341
H 3.40150 3.67504 3.72729
H 1.05368 2.84418 5.48564
H 2.74980 2.91368 5.97145
H 1.54981 0.58296 5.09354
H 3.26416 0.88664 4.80738